This record from the Open Molecules 2025 dataset describes a 3-piece molecular cluster, C12H23BO6 overall in a non-equilibrium geometry. The level of theory is ωB97M-V/def2-TZVPD.

## Properties
E_tot: -25776.0680 eV
charge: 0
relative energy (zero: lowest compared OMol25 entry of this formula, charge and spin): 5.367 eV

Last column: Mulliken charge in e.
Atoms and positions in Å:
C: -3.0286 -5.0737 -3.7605  -0.99
C: -2.0638 -4.0461 -2.9228  0.02
O: -0.6626 -3.9917 -3.3926  -0.47
B: 0.1266 -4.1023 -2.1148  0.43
O: 0.5300 -5.4697 -1.7288  -0.52
C: 0.4254 -2.7263 -1.2454  0.17
C: 1.3003 -3.0868 0.1007  -0.61
C: 0.1617 -3.0019 1.2772  -0.34
O: -1.0126 -2.1583 0.8908  -0.30
C: -0.8540 -1.9287 -0.5538  0.43
O: -1.6621 -1.1142 -1.2870  -0.61
H: -2.6586 -6.1779 -3.6415  0.27
H: -4.1222 -4.9712 -3.2949  0.29
H: -3.0544 -4.6929 -4.8797  0.27
H: -2.4888 -2.9570 -2.9943  0.23
H: -2.0576 -4.3650 -1.7733  0.13
H: 0.1372 -5.6195 -0.8099  0.33
H: 0.9510 -1.8746 -1.8570  0.25
H: 2.2813 -2.4396 0.1813  0.28
H: 1.7152 -4.1762 0.2135  0.27
H: -0.3093 -4.0928 1.2384  0.23
H: 0.5281 -2.8395 2.4018  0.31
C: -0.2814 0.8465 1.5297  -0.74
C: 0.7557 1.5703 2.3460  0.86
C: 0.3346 2.8421 3.0326  -1.00
O: 1.9031 1.1394 2.4481  -0.61
H: 0.1641 -0.0536 1.0928  -0.08
H: -1.1160 0.5486 2.1692  0.34
H: -0.6333 1.4909 0.7201  0.36
H: -0.4726 2.6331 3.7392  0.41
H: 0.0103 3.5754 2.2900  0.10
H: 1.1855 3.2552 3.5848  0.28
C: 2.3105 5.4396 1.0143  -0.98
C: 0.9438 5.9089 0.5926  0.88
C: 0.7345 7.3923 0.4453  -1.14
O: 0.0330 5.1110 0.3768  -0.56
H: 2.3146 4.3463 1.0796  0.19
H: 3.0538 5.7487 0.2752  0.38
H: 2.5574 5.8496 1.9969  0.30
H: 1.4076 7.7884 -0.3192  0.33
H: 0.9111 7.8893 1.4025  0.32
H: -0.2985 7.5841 0.1361  0.30